91
Properties=species:S:1:pos:R:3:forces:R:3 method="wB97M-V/def2-TZVPD" lumo_ev=0.32 energy_ha=-6752.267703
C -3.2963 8.0466 0.0465 0.02 0.17 -0.27
C -3.2493 7.4610 -1.3760 -0.50 -0.41 0.29
C -2.6385 6.0343 -1.4547 0.41 0.87 -0.07
C -1.5161 5.9112 -2.5115 -0.93 -0.35 -0.07
C -1.5181 4.5593 -3.2509 0.60 -0.02 0.88
C -0.5895 3.5016 -2.5908 -0.49 0.25 -0.43
C 0.2508 2.6827 -3.5908 -0.09 -0.32 0.46
C -0.1025 1.1847 -3.5289 0.19 0.70 -0.07
C 0.9606 0.2984 -4.1724 -0.70 -0.46 -0.09
C 0.9276 -1.1608 -3.7129 0.22 -0.02 0.22
C 1.2149 -1.3439 -2.2184 0.52 -0.02 -0.56
N 0.9799 -2.7244 -1.7733 -0.18 0.75 -0.03
C -0.1743 -2.9469 -0.8969 -0.24 -1.09 0.42
C -1.4808 -2.2898 -1.3859 -0.19 -0.34 -0.02
C -2.7035 -2.4355 -0.4549 -0.25 0.44 -0.48
C -3.8546 -3.2785 -0.9972 0.00 -0.07 0.82
I -4.6300 -2.5970 -2.8639 0.06 -0.11 0.04
C 0.1833 -2.6043 0.5585 0.16 1.23 -0.28
C 0.2931 -1.0902 0.8630 0.17 -0.08 0.49
C 1.7623 -0.6064 0.9420 -0.84 -0.01 0.14
C 1.9139 0.8584 0.5034 0.60 -0.48 0.07
C 2.2602 -0.8207 2.3900 0.07 -0.14 -0.99
C 3.7943 -1.0104 2.4430 0.75 0.14 0.62
C 4.4557 0.1980 3.0883 -0.14 -0.32 0.75
C 4.2017 0.5455 4.3785 0.80 -0.07 -0.54
C 4.2541 -0.4778 5.4903 -1.86 -0.09 -0.49
C 3.8424 1.9758 4.6818 1.27 -0.16 0.06
C -0.4249 -4.4956 -0.9436 0.18 -0.14 -0.11
O 0.0296 -5.2041 0.1973 -0.19 0.16 0.03
C -1.0228 -5.6975 1.0009 0.12 -0.37 -0.29
C -0.5079 -6.0011 2.3718 -0.09 0.26 0.46
Br 0.9029 -7.2663 2.3970 -0.20 0.18 -0.03
C -1.0019 -5.4205 3.4718 0.51 -0.54 -0.22
C -2.1354 -4.4345 3.4904 -0.11 0.09 0.26
Br -0.2756 -5.8517 5.1847 -0.20 0.15 -0.24
H -2.5169 8.7901 0.2102 0.15 -0.11 0.08
H -3.1909 7.2536 0.7846 -0.01 0.04 0.12
H -4.2434 8.5512 0.2341 -0.03 0.02 0.03
H -2.7568 8.1376 -2.0721 0.12 0.05 0.05
H -4.2840 7.3779 -1.7136 0.01 0.11 -0.19
H -2.2264 5.8253 -0.4673 -0.09 -0.41 0.01
H -3.4462 5.3379 -1.6728 0.08 -0.20 0.10
H -1.6954 6.6905 -3.2526 0.27 0.15 0.02
H -0.5697 6.0713 -1.9974 0.21 0.21 -0.33
H -1.2227 4.7003 -4.2887 -0.08 0.01 -0.08
H -2.5353 4.1720 -3.2000 -0.09 0.02 -0.47
H -1.2423 2.8320 -2.0276 0.16 -0.15 0.11
H 0.0471 3.9862 -1.8500 0.12 0.04 -0.06
H 1.3129 2.7942 -3.3631 0.04 0.03 0.02
H 0.1128 3.0613 -4.6041 0.00 0.00 -0.06
H -0.2649 0.9525 -2.4751 0.14 -0.19 0.04
H -1.0741 1.0648 -4.0156 -0.02 -0.27 -0.01
H 1.9608 0.6999 -4.0022 0.02 0.10 0.02
H 0.7673 0.2910 -5.2475 0.31 0.16 -0.10
H 1.7042 -1.6939 -4.2698 -0.08 -0.16 -0.03
H -0.0220 -1.6509 -3.9473 -0.13 0.20 -0.08
H 2.2706 -1.0956 -2.0665 0.01 0.07 0.14
H 0.6487 -0.6087 -1.6583 -0.11 -0.21 0.23
H 0.8809 -3.2782 -2.6140 -0.06 -0.20 0.07
H -1.7395 -2.7841 -2.3276 0.11 0.11 -0.14
H -1.3691 -1.2349 -1.6288 0.24 0.02 0.00
H -3.1170 -1.4393 -0.2878 0.04 0.03 0.17
H -2.4594 -2.8269 0.5341 0.15 -0.09 -0.02
H -3.6115 -4.3373 -1.0496 0.07 0.00 -0.47
H -4.6812 -3.2101 -0.2928 -0.15 0.06 -0.15
H -0.5400 -3.0193 1.2545 0.02 -0.32 -0.10
H 1.1600 -3.0438 0.7464 -0.11 -0.28 0.20
H -0.3072 -0.4720 0.1939 0.02 -0.07 -0.14
H -0.1352 -0.9292 1.8579 -0.15 0.14 -0.04
H 2.3401 -1.2597 0.2863 0.07 0.08 -0.11
H 1.8457 1.5177 1.3684 -0.23 0.17 -0.09
H 1.1807 1.1339 -0.2529 -0.03 0.11 0.00
H 2.9083 1.0019 0.0755 0.01 0.19 -0.01
H 1.7316 -1.6837 2.7977 0.20 -0.15 0.09
H 1.9313 0.0523 2.9539 0.11 -0.05 0.26
H 4.0135 -1.9438 2.9697 0.12 -0.04 -0.03
H 4.1784 -1.0951 1.4277 0.03 -0.25 -0.03
H 5.1325 0.8112 2.4991 -1.05 0.73 -0.50
H 4.9311 -1.2833 5.2289 0.17 0.01 0.13
H 4.5161 -0.0008 6.4313 0.22 0.00 0.00
H 3.2638 -0.9321 5.6417 0.07 -0.08 0.24
H 2.7981 2.1114 4.4020 -0.09 0.13 0.20
H 4.4401 2.6269 4.0363 -0.14 0.16 0.00
H 4.0116 2.2559 5.7220 -0.13 0.08 0.02
H 0.1032 -4.9292 -1.7959 0.09 0.13 -0.07
H -1.4806 -4.7106 -1.1220 -0.09 0.05 0.14
H -1.4078 -6.6154 0.5358 -0.08 -0.06 0.12
H -1.8554 -4.9939 1.0558 0.04 0.16 0.07
H -2.4062 -4.1999 4.5160 0.01 0.00 0.02
H -1.8670 -3.4929 3.0102 0.06 -0.01 -0.09
H -3.0284 -4.8356 3.0129 0.01 -0.03 -0.10

---

110
Properties=species:S:1:pos:R:3:forces:R:3 method="wB97M-V/def2-TZVPD" lumo_ev=-4.58 total_charge=+1 energy_ha=-3614.605114
O -0.6112 -7.8386 -2.0255 0.32 0.77 0.32
C 0.1144 -6.8799 -2.0991 -0.65 -1.72 -0.53
O 1.4196 -7.0041 -2.5305 -0.84 1.40 1.48
O 1.7583 -8.3586 -2.5373 0.42 -0.88 -0.85
C -0.4697 -5.5320 -1.7421 -0.05 0.76 -0.57
C 0.2347 -4.4678 -1.1880 0.22 -0.62 -0.23
C -0.4007 -3.2691 -0.8501 1.56 -0.77 0.30
C 0.4241 -2.1748 -0.2085 -0.90 0.01 -0.56
B 0.0033 -0.6795 -0.5852 0.64 1.28 0.04
O -1.2557 -0.2616 -1.0236 -0.06 -1.03 0.66
O 0.9795 0.3015 -0.4239 -0.65 -0.92 0.50
N -1.7077 -3.1886 -1.0886 -0.52 0.15 0.08
C -2.4386 -4.1753 -1.6533 -0.76 -0.78 -0.33
C -3.8803 -3.9506 -1.9039 -1.29 1.36 -0.26
C -4.4225 -2.6506 -2.0834 0.61 -1.48 0.33
C -5.7834 -2.5799 -2.3622 -0.06 2.03 -0.08
N -6.6651 -3.5623 -2.4477 0.23 -0.58 0.06
C -6.1714 -4.7841 -2.2630 0.64 0.21 0.02
C -4.8163 -4.9825 -2.0180 0.97 -1.26 0.25
C -1.8463 -5.3702 -1.9970 0.73 0.00 0.27
H 1.8941 -8.6423 -1.6163 -0.13 0.51 0.07
H 1.3006 -4.6021 -0.9995 -0.31 0.29 -0.04
H 1.4800 -2.3219 -0.4777 -0.36 0.01 0.13
H 0.3622 -2.2745 0.8923 -0.01 0.08 -0.31
H -1.8528 -0.1501 -0.2661 -0.07 0.37 -0.25
H 0.8740 0.6266 0.4848 0.38 0.48 -0.26
H -2.2183 -2.3454 -0.8378 0.33 0.12 -0.11
H -3.7882 -1.7637 -2.0078 -0.46 -0.08 -0.26
H -6.1804 -1.5712 -2.5319 -0.02 -0.40 0.06
H -6.8261 -5.6547 -2.3120 -0.02 0.38 -0.03
H -4.4677 -6.0132 -1.8971 -0.24 0.31 0.03
H -2.4426 -6.1629 -2.4393 0.30 0.17 0.05
O -2.1292 1.3307 2.7225 2.47 1.78 -2.91
P -1.9914 2.6852 3.3790 -4.81 -1.13 6.99
O -1.5536 2.1410 4.8789 0.40 0.08 -0.50
C -0.4414 1.2595 5.0016 0.20 -0.17 0.10
C 0.8795 1.9897 4.8311 0.00 0.03 0.07
O -3.5910 3.0007 3.6097 0.52 0.39 -0.90
C -4.5643 2.5446 2.6653 -0.25 -0.40 0.10
C -5.2549 1.2929 3.1750 -0.10 -0.03 0.16
O -1.6155 4.2283 3.7817 1.52 -0.95 -3.29
C -2.0288 4.8078 5.0368 0.04 0.46 0.86
C -0.8865 4.8626 6.0300 0.16 -0.31 0.06
H -0.5192 0.4399 4.2832 -0.12 0.06 -0.05
H -0.4939 0.8159 5.9969 -0.12 0.09 0.01
H 0.8984 2.5661 3.9010 0.05 -0.08 -0.04
H 1.7075 1.2787 4.8216 0.00 0.02 -0.03
H 1.0475 2.6924 5.6460 0.02 0.01 -0.04
H -4.1076 2.3724 1.6901 0.07 -0.05 0.06
H -5.2975 3.3422 2.5382 0.12 0.10 0.10
H -4.5406 0.5622 3.5542 0.12 0.04 -0.17
H -5.8479 0.8269 2.3855 -0.03 0.04 0.02
H -5.9184 1.5406 4.0045 -0.03 0.00 -0.04
H -2.8849 4.2926 5.4645 0.02 -0.19 -0.24
H -2.3445 5.8250 4.8016 0.02 -0.11 -0.31
H -0.7304 3.8964 6.5067 -0.04 -0.01 -0.05
H -1.1089 5.5791 6.8228 -0.05 0.08 -0.12
H 0.0472 5.1464 5.5426 -0.07 0.16 0.00
O -0.3015 -4.0506 -5.2966 -1.92 -3.31 0.84
P -1.4645 -3.9250 -6.2386 1.25 6.77 -3.43
O -0.7042 -3.7514 -7.6795 -0.45 -0.55 0.57
C 0.2658 -4.7246 -8.0746 0.38 -0.32 -0.16
C -0.3842 -6.0212 -8.5226 -0.11 0.09 -0.10
O -1.8702 -2.3560 -5.8901 -0.36 -0.57 0.34
C -1.6088 -1.8295 -4.5959 0.33 0.32 -0.02
C -0.3583 -0.9691 -4.6129 0.06 0.10 -0.06
O -2.9479 -4.1620 -6.8794 1.03 -2.56 2.22
C -3.4557 -3.3203 -7.9349 -0.41 0.26 -0.86
C -3.3719 -4.0080 -9.2816 0.33 -0.13 -0.09
H 0.9724 -4.9128 -7.2639 -0.10 0.11 0.10
H 0.8338 -4.2911 -8.8981 -0.12 0.14 0.04
H -1.0763 -6.4015 -7.7654 0.10 -0.06 0.04
H 0.3735 -6.7805 -8.7191 0.00 0.01 0.06
H -0.9578 -5.8712 -9.4371 -0.01 -0.01 0.02
H -1.5259 -2.6352 -3.8616 0.11 -0.03 -0.06
H -2.4668 -1.2176 -4.3051 -0.08 -0.04 -0.15
H 0.4626 -1.4603 -5.1339 -0.05 -0.20 0.12
H -0.0356 -0.7280 -3.5973 -0.02 0.08 -0.01
H -0.5515 -0.0361 -5.1431 -0.02 0.02 0.07
H -2.9582 -2.3543 -7.9657 0.17 -0.11 0.23
H -4.5035 -3.1397 -7.6912 0.08 -0.12 0.28
H -2.3651 -3.9509 -9.6925 0.02 0.00 0.07
H -4.0382 -3.5222 -9.9966 -0.08 0.00 0.11
H -3.6385 -5.0626 -9.2033 -0.16 0.06 0.02
O 6.8901 5.0350 6.2851 -1.44 -3.66 1.16
P 5.6716 4.9898 5.4088 0.59 7.61 -4.12
O 6.4076 5.2732 3.9535 0.01 -0.76 0.29
C 7.4808 4.4279 3.5467 0.31 -0.12 -0.06
C 6.9878 3.0672 3.0840 -0.09 0.04 -0.13
O 5.0981 6.5000 5.7495 -0.44 -0.72 0.67
C 5.2910 7.0676 7.0506 0.38 0.29 0.08
C 6.4422 8.0554 7.0350 0.01 0.18 -0.12
O 4.2210 4.6760 4.6278 0.84 -2.60 2.36
C 3.7779 5.5570 3.5818 -0.15 0.09 -0.84
C 4.0373 4.9497 2.2163 0.22 -0.01 -0.16
H 8.2069 4.3144 4.3539 -0.09 0.07 0.08
H 7.9920 4.9344 2.7266 -0.11 0.10 0.03
H 6.3478 2.5996 3.8379 0.10 -0.04 0.05
H 7.8300 2.4052 2.8780 0.00 0.01 0.06
H 6.3978 3.1585 2.1717 -0.01 -0.02 0.02
H 5.4538 6.2874 7.7938 0.09 -0.02 -0.08
H 4.3685 7.5830 7.3240 -0.07 -0.07 -0.16
H 7.3173 7.6490 6.5290 -0.02 -0.19 0.13
H 6.7250 8.3386 8.0500 -0.03 0.01 -0.01
H 6.1568 8.9574 6.4909 -0.02 0.01 0.05
H 4.2250 6.5446 3.6516 0.10 -0.11 0.20
H 2.6999 5.6754 3.7123 0.05 -0.14 0.34
H 5.0765 5.0747 1.9197 -0.01 0.00 0.06
H 3.4258 5.4446 1.4582 -0.10 -0.02 0.09
H 3.8182 3.8804 2.2124 -0.15 0.05 0.02